1.
{"formula": "C4H12O3", "method": "wB97M-V/def2-TZVPD", "e_lumo_ev": [-3.16, -9.95], "spin_multiplicity": 2, "homo_ev": [-14.02, -14.02], "e_above_lowest_kcal_mol": 46.9, "charge": 1, "s_squared": 0.7551, "symbols": ["C", "C", "C", "O", "C", "O", "H", "H", "H", "H", "H", "H", "H", "H", "H", "H", "H", "H", "O"], "coordinates": [[1.52306, -0.09137, -0.73940], [0.34845, 0.87957, -0.62307], [-0.90386, 0.07514, -0.33737], [-2.06065, 0.70515, -0.66828], [2.79021, 0.75449, -0.53213], [2.74786, 1.36419, 0.75000], [1.52185, -0.75238, 0.12877], [1.59304, -0.52055, -1.73578], [0.53477, 1.62188, 0.14521], [0.14139, 1.41430, -1.53506], [-0.86885, -0.84007, -0.95532], [-0.89351, -0.18501, 0.74403], [-2.78183, 0.07145, -0.81418], [3.63054, 0.04782, -0.49906], [2.89793, 1.52554, -1.28806], [3.30096, 2.15382, 0.66487], [-4.86389, -3.45316, 2.49479], [-4.48519, -1.97724, 2.20032], [-4.17229, -2.79356, 2.59971]], "forces_ev_per_a": [[0.6, 1.0, 0.8], [-0.7, 0.2, 0.1], [0.4, -0.6, -1.2], [-0.4, 0.7, 0.3], [-0.3, 0.3, 0.9], [0.2, -0.1, -0.8], [-0.1, -0.6, -0.5], [-0.2, -0.6, 0.3], [0.3, 0.1, 0.3], [0.0, 0.4, -0.5], [0.0, -0.6, 0.7], [0.0, -0.2, 0.1], [0.0, 0.0, -0.2], [0.1, -0.1, -0.5], [0.3, -0.1, -0.3], [-0.2, 0.1, 0.5], [-0.1, 0.1, -0.1], [-0.3, -0.2, 0.1], [0.4, 0.1, 0.0]]}

***

2.
{"formula": "C10H36O12", "method": "wB97M-V/def2-TZVPD", "e_lumo_ev": 5.46, "homo_ev": -2.76, "e_above_lowest_kcal_mol": 0.0, "charge": -2, "symbols": ["C", "O", "O", "O", "C", "O", "H", "H", "H", "H", "C", "O", "H", "H", "H", "H", "C", "O", "H", "H", "H", "H", "C", "O", "H", "H", "H", "H", "C", "O", "H", "H", "H", "H", "C", "O", "H", "H", "H", "H", "C", "O", "H", "H", "H", "H", "C", "O", "H", "H", "H", "H", "C", "O", "H", "H", "H", "H"], "coordinates": [[-0.08921, -0.04723, 0.05367], [0.97862, 0.29886, 0.68846], [-1.11559, -0.49163, 0.71656], [-0.17908, 0.08515, -1.24128], [3.43544, 0.59711, 2.74809], [2.40666, -0.34622, 2.93992], [3.05692, 1.62199, 2.66190], [4.10863, 0.56817, 3.61196], [4.02359, 0.37098, 1.85028], [1.74781, -0.15178, 2.24057], [-0.67357, 1.76648, 3.12411], [-1.89649, 1.07672, 2.91350], [-0.12121, 1.92608, 2.19803], [-0.91268, 2.72865, 3.59197], [-0.02662, 1.20966, 3.81446], [-1.79644, 0.55728, 2.09159], [-3.90863, -1.47409, 2.20960], [-3.78852, -0.96836, 0.91217], [-3.11955, -2.19340, 2.46560], [-3.86420, -0.69244, 2.98225], [-4.87378, -1.98525, 2.30019], [-2.84164, -0.77872, 0.73685], [-2.75946, 2.46454, -0.62020], [-1.48873, 2.53761, -1.23480], [-3.26963, 3.42016, -0.74127], [-3.38825, 1.68216, -1.06980], [-2.67525, 2.20330, 0.44091], [-1.11861, 1.63042, -1.19145], [2.26549, 2.89467, -1.24562], [2.32134, 2.63471, 0.13571], [2.83519, 2.15463, -1.82067], [1.22939, 2.89970, -1.59562], [2.71134, 3.87121, -1.45282], [2.04140, 1.70071, 0.25379], [0.53601, -0.46765, -4.26088], [1.11940, 0.63589, -3.59920], [0.99999, -1.41064, -3.93559], [-0.53542, -0.53639, -4.07631], [0.74242, -0.37216, -5.33103], [0.72072, 0.64245, -2.70141], [3.28350, -1.06375, -1.56156], [3.18421, -1.23190, -0.16179], [3.80158, -0.13215, -1.81635], [3.83232, -1.92058, -1.96162], [2.30456, -1.03830, -2.04318], [2.45659, -0.64970, 0.14311], [0.94458, -3.34288, 1.86440], [-0.42622, -3.08755, 1.62609], [1.31614, -2.77932, 2.73437], [1.09017, -4.40554, 2.08394], [1.60070, -3.08065, 1.02840], [-0.46643, -2.24967, 1.13055], [-2.93396, -1.17183, -2.59551], [-1.79122, -1.90169, -2.23862], [-2.94848, -0.18280, -2.13105], [-2.99626, -1.05986, -3.68919], [-3.85328, -1.67702, -2.26806], [-1.23629, -1.28812, -1.70811]], "forces_ev_per_a": [[-0.6, 0.3, 0.1], [0.1, -0.4, -0.5], [0.8, 0.2, -0.5], [0.1, -0.1, 0.8], [0.2, 0.0, 0.0], [0.0, 0.3, 0.1], [0.0, 0.0, -0.1], [0.0, -0.1, 0.0], [0.0, 0.1, 0.0], [-0.2, -0.2, 0.0], [-0.2, -0.1, 0.3], [-0.1, 0.2, -0.1], [0.0, 0.1, 0.0], [0.1, 0.0, -0.1], [0.0, 0.0, -0.1], [0.3, -0.2, 0.2], [0.1, -0.2, 0.6], [-0.1, 0.1, -0.2], [0.0, 0.0, -0.2], [-0.1, 0.1, -0.1], [0.0, 0.0, -0.1], [0.0, -0.1, -0.1], [0.1, -0.5, 0.1], [-0.3, -0.1, 0.0], [0.0, 0.1, 0.1], [0.0, 0.1, 0.0], [-0.1, 0.2, 0.0], [0.3, 0.1, -0.2], [-0.1, -0.1, -0.2], [0.4, -0.1, 0.1], [-0.1, 0.0, -0.1], [0.0, 0.0, -0.2], [0.0, 0.1, 0.1], [-0.4, 0.3, 0.1], [0.5, 0.0, 0.1], [-0.2, 0.1, -0.1], [-0.2, 0.0, 0.0], [-0.1, 0.0, -0.1], [-0.1, 0.1, 0.0], [0.2, -0.1, 0.1], [-0.1, -0.1, 0.1], [0.0, 0.1, -0.1], [0.1, 0.0, -0.1], [0.1, 0.1, 0.0], [0.0, 0.0, 0.0], [-0.1, -0.1, 0.0], [0.3, 0.1, 0.5], [0.4, -0.2, -0.3], [-0.1, 0.0, -0.1], [-0.2, 0.0, -0.1], [-0.2, 0.0, -0.1], [-0.5, 0.2, 0.3], [-0.3, -0.1, 0.0], [-0.1, 0.0, 0.1], [0.1, 0.0, -0.1], [0.0, 0.1, 0.0], [0.1, -0.1, 0.0], [0.2, 0.0, -0.1]]}

***

3.
{"formula": "HIN3P", "method": "wB97M-V/def2-TZVPD", "e_lumo_ev": [-1.74, -1.74], "homo_ev": [-8.94, -8.94], "e_above_lowest_kcal_mol": 93.2, "symbols": ["N", "N", "N", "P", "I", "H"], "coordinates": [[1.20184, 0.43249, 0.98064], [0.53041, 1.36576, 0.78297], [-1.05325, 1.09293, -0.44215], [-1.36408, -0.11217, -1.22955], [-0.41204, -2.44897, -0.47182], [1.09712, -0.33004, 0.37990]], "forces_ev_per_a": [[-0.9, 4.1, 0.2], [0.2, -1.2, 0.8], [1.9, 1.9, 1.7], [-1.2, -1.8, -1.6], [0.5, 0.2, 0.2], [-0.5, -3.3, -1.4]]}

***

4.
{"formula": "C4HN3O", "method": "wB97M-V/def2-TZVPD", "e_lumo_ev": -0.97, "smiles": "N#CC(O)(C#N)C#N", "homo_ev": -12.88, "e_above_lowest_kcal_mol": 35.4, "symbols": ["N", "C", "C", "O", "C", "N", "C", "N", "H"], "coordinates": [[0.16309, 2.00662, 1.68576], [0.02380, 1.15176, 0.96875], [-0.01266, 0.03786, 0.02106], [1.21647, 0.05890, -0.97477], [-1.10794, 0.37479, -0.87754], [-1.91679, 0.82373, -1.52577], [-0.12341, -1.23136, 0.68855], [0.09579, -2.34535, 0.89544], [1.66165, -0.87696, -0.88149]], "forces_ev_per_a": [[0.1, 2.2, 1.9], [0.8, -2.0, -1.5], [1.7, 1.2, -2.4], [-0.9, -2.5, 2.7], [0.8, -0.8, 0.9], [-1.6, 0.6, -1.3], [0.9, -2.0, -0.5], [-0.5, 0.8, 0.4], [-1.2, 2.6, -0.1]]}

***

5.
{"formula": "C61H54AsN4O4P2PbS", "method": "wB97M-V/def2-TZVPD", "e_lumo_ev": -3.29, "homo_ev": -9.60, "charge": 1, "symbols": ["Pb", "S", "C", "N", "N", "C", "C", "C", "C", "C", "C", "N", "N", "C", "C", "C", "C", "C", "C", "H", "H", "H", "H", "H", "H", "H", "H", "H", "H", "H", "C", "C", "O", "C", "C", "C", "C", "C", "C", "O", "H", "H", "H", "H", "H", "H", "H", "O", "C", "O", "C", "P", "C", "C", "C", "C", "C", "C", "C", "C", "C", "C", "C", "C", "H", "H", "H", "H", "H", "H", "H", "H", "H", "H", "H", "H", "C", "C", "As", "C", "C", "C", "C", "C", "C", "C", "C", "C", "C", "C", "C", "P", "C", "C", "C", "C", "C", "C", "C", "C", "C", "C", "C", "C", "H", "H", "H", "H", "H", "H", "H", "H", "H", "H", "H", "H", "H", "H", "H", "H", "H", "H", "H", "H", "H", "H", "H", "H"], "coordinates": [[0.26695, 0.13377, 1.17815], [-0.28079, -0.31775, 3.65547], [0.97841, 0.70570, 4.36586], [1.18162, 0.54311, 5.65139], [2.23986, 1.04550, 6.26404], [3.58126, 1.29329, 5.83098], [4.30639, 2.20276, 6.58033], [5.64367, 2.44378, 6.28566], [6.26039, 1.76665, 5.24826], [5.53333, 0.82830, 4.51980], [4.20147, 0.58758, 4.80404], [1.69678, 1.71474, 3.74996], [1.46951, 1.96772, 2.55940], [2.25808, 3.04148, 2.01592], [3.13437, 3.81911, 2.76448], [3.88711, 4.78942, 2.12394], [3.78225, 4.98197, 0.74799], [2.90569, 4.20120, 0.00768], [2.13967, 3.23710, 0.64877], [2.11282, 1.06579, 7.26206], [3.82203, 2.73712, 7.38999], [6.19687, 3.16496, 6.87349], [7.30008, 1.95442, 5.01609], [6.00764, 0.27342, 3.71856], [3.65870, -0.15758, 4.23735], [3.22531, 3.65470, 3.83039], [4.56632, 5.40090, 2.70409], [4.38290, 5.73789, 0.25846], [2.82072, 4.33461, -1.06501], [1.44819, 2.61675, 0.08956], [-0.62466, 3.55662, -2.49176], [0.13169, 2.30232, -2.11109], [-0.35640, 1.57302, -1.26699], [1.44022, 2.01234, -2.78634], [1.83301, 2.87710, -3.81261], [2.99299, 2.69411, -4.53882], [3.79609, 1.60836, -4.23992], [3.44636, 0.72666, -3.22851], [2.28120, 0.91887, -2.49402], [1.88673, 0.06459, -1.49045], [-1.44349, 3.68350, -1.78979], [-1.03396, 3.46271, -3.50144], [0.01028, 4.44277, -2.47045], [1.19907, 3.71558, -4.06181], [3.25919, 3.38295, -5.32875], [4.71068, 1.43643, -4.79378], [4.10389, -0.09928, -3.01075], [0.17498, -3.18959, -3.35117], [0.90145, -2.59189, -2.60280], [0.59291, -1.89085, -1.52788], [2.41502, -2.46081, -2.67237], [2.44054, -1.45812, -1.17176], [2.22517, -2.41302, 0.37468], [1.61340, -3.67029, 0.35146], [1.60112, -4.45331, 1.49785], [2.14206, -3.97844, 2.68343], [2.71956, -2.71722, 2.72470], [2.78691, -1.95470, 1.57294], [4.16212, -0.97202, -0.79620], [5.15787, -1.94491, -0.86886], [6.45213, -1.66085, -0.46036], [6.75987, -0.40340, 0.04696], [5.77201, 0.56913, 0.13409], [4.47936, 0.28828, -0.29255], [2.73098, -1.90681, -3.55573], [2.96254, -3.40097, -2.61976], [1.12854, -4.04623, -0.53828], [1.14297, -5.43259, 1.46277], [2.11436, -4.59064, 3.57574], [3.12749, -2.33218, 3.65097], [3.28857, -0.99334, 1.60725], [4.92523, -2.94032, -1.23650], [7.21859, -2.42272, -0.52965], [7.77032, -0.18448, 0.36809], [6.00121, 1.55195, 0.52797], [3.72420, 1.06243, -0.22160], [-3.27847, -0.24246, -1.31650], [-3.70571, 1.21755, -1.39173], [-5.17157, 1.61592, -2.64445], [-6.41322, 0.27584, -1.95607], [-6.38331, -1.08483, -2.26406], [-7.25754, -1.96643, -1.63973], [-8.16983, -1.49938, -0.70010], [-8.21238, -0.14670, -0.39341], [-7.34110, 0.73515, -1.02302], [-4.45916, 0.70759, -4.21395], [-3.09010, 0.69801, -4.47256], [-2.59006, 0.12484, -5.63613], [-3.45890, -0.43661, -6.56107], [-4.82751, -0.41216, -6.32276], [-5.32523, 0.16074, -5.15932], [-2.37268, -0.67546, 0.20525], [-3.58881, -0.29510, 1.51217], [-4.61728, -1.17189, 1.85554], [-5.54478, -0.81849, 2.82634], [-5.45930, 0.41479, 3.45907], [-4.44468, 1.30018, 3.12069], [-3.51247, 0.93988, 2.15731], [-2.28675, -2.48614, 0.20456], [-2.39271, -3.22954, -0.96830], [-2.20320, -4.60673, -0.94131], [-1.90893, -5.24858, 0.25346], [-1.78742, -4.51014, 1.42557], [-1.96120, -3.13553, 1.39796], [-2.65421, -0.50741, -2.16912], [-4.14049, -0.91149, -1.30609], [-2.86225, 1.85685, -1.64885], [-4.09808, 1.57637, -0.43956], [-5.68364, -1.46263, -2.99997], [-7.22568, -3.02010, -1.88865], [-8.85104, -2.18800, -0.21546], [-8.92926, 0.22601, 0.32796], [-7.38681, 1.79199, -0.78397], [-2.39814, 1.13732, -3.76129], [-1.52225, 0.11369, -5.81773], [-3.07216, -0.89020, -7.46469], [-5.51099, -0.83968, -7.04564], [-6.39525, 0.17460, -4.98849], [-4.70008, -2.13091, 1.35628], [-6.33750, -1.50819, 3.08749], [-6.18343, 0.68605, 4.21757], [-4.37492, 2.26243, 3.61195], [-2.72032, 1.63667, 1.90119], [-2.60031, -2.74710, -1.91539], [-2.28139, -5.17345, -1.86059], [-1.77092, -6.32266, 0.27163], [-1.55814, -5.00266, 2.36225], [-1.87041, -2.57100, 2.32237]], "forces_ev_per_a": [[-0.1, -0.3, -0.3], [-0.1, 0.4, -0.2], [0.2, -0.1, 0.8], [0.0, -0.1, -0.7], [0.2, 0.3, 0.1], [-0.5, -0.1, 0.1], [0.2, 0.2, 0.0], [-0.1, 0.0, 0.0], [0.0, -0.1, -0.1], [0.0, 0.1, -0.1], [-0.1, 0.0, 0.0], [0.0, -0.2, 0.4], [0.2, 0.3, -0.4], [-0.2, -0.3, -0.1], [0.0, 0.0, 0.1], [0.0, 0.0, 0.0], [0.0, 0.0, 0.0], [0.0, 0.0, 0.0], [0.0, 0.0, -0.2], [0.0, -0.2, 0.0], [0.0, 0.0, 0.0], [0.0, 0.0, 0.0], [0.0, 0.0, 0.0], [0.0, 0.0, 0.0], [-0.1, 0.0, 0.0], [0.0, 0.0, 0.0], [0.0, 0.0, 0.0], [0.0, 0.0, 0.0], [0.0, 0.0, 0.0], [0.0, 0.1, 0.0], [0.1, 0.0, -0.1], [0.1, 0.0, 0.0], [0.1, -0.1, 0.1], [-0.2, 0.2, 0.0], [0.0, 0.1, -0.1], [0.0, 0.0, 0.0], [0.1, 0.0, 0.0], [0.0, 0.0, -0.1], [-0.2, -0.1, 0.1], [0.3, 0.2, 0.2], [0.0, 0.0, 0.0], [0.0, 0.0, 0.0], [0.0, 0.0, 0.0], [0.0, 0.0, 0.0], [0.0, 0.0, 0.0], [0.0, 0.0, 0.0], [0.0, 0.0, 0.0], [0.0, 0.1, 0.2], [-0.2, -0.1, -0.1], [0.0, -0.1, -0.1], [0.4, -0.2, -0.1], [-0.6, 0.1, -0.3], [0.0, 0.1, 0.1], [-0.1, 0.1, 0.1], [0.0, 0.0, 0.0], [0.0, 0.0, 0.0], [0.0, 0.0, 0.0], [0.1, 0.1, 0.0], [0.2, 0.0, 0.0], [0.0, 0.0, 0.0], [0.0, 0.0, 0.0], [0.0, 0.0, 0.0], [0.0, 0.0, 0.0], [0.2, 0.0, 0.1], [0.1, 0.0, 0.0], [0.0, 0.0, 0.0], [0.0, 0.0, 0.0], [0.0, 0.0, 0.0], [0.0, 0.0, 0.0], [0.0, 0.0, 0.0], [0.0, 0.0, 0.0], [0.0, 0.0, 0.0], [0.0, 0.0, 0.0], [0.0, 0.0, 0.0], [0.0, 0.0, 0.0], [0.0, 0.0, 0.0], [0.1, 0.1, -0.1], [0.1, -0.1, 0.1], [-0.1, 0.1, -0.2], [0.0, -0.1, 0.0], [-0.1, 0.0, 0.0], [0.0, 0.1, 0.0], [0.0, 0.0, 0.0], [0.0, 0.0, 0.0], [0.0, -0.1, 0.0], [0.0, 0.0, -0.1], [0.0, 0.0, -0.1], [-0.1, 0.0, 0.0], [0.0, 0.0, 0.0], [0.0, 0.0, 0.0], [0.1, 0.0, -0.1], [-0.2, 0.1, 0.7], [-0.1, 0.0, 0.0], [-0.1, 0.0, -0.1], [0.0, 0.0, 0.0], [0.0, 0.0, 0.0], [0.0, -0.1, 0.0], [0.0, 0.0, 0.0], [0.2, -0.1, -0.1], [0.0, 0.0, 0.0], [0.0, 0.0, 0.0], [0.0, 0.0, 0.0], [-0.1, 0.0, -0.1], [-0.1, 0.0, 0.1], [0.0, 0.0, 0.0], [-0.1, 0.0, -0.1], [0.0, 0.0, 0.0], [0.0, 0.0, 0.1], [0.0, 0.0, 0.0], [0.0, 0.0, 0.0], [0.0, 0.0, 0.0], [0.0, 0.0, 0.0], [0.0, 0.0, 0.0], [0.0, 0.0, 0.0], [0.0, 0.0, 0.0], [0.0, 0.0, 0.0], [0.0, 0.0, 0.0], [0.0, 0.0, 0.0], [0.0, 0.0, 0.0], [0.0, 0.0, 0.0], [0.0, 0.0, 0.0], [0.0, 0.0, 0.0], [0.0, 0.0, 0.0], [0.0, 0.0, 0.0], [0.0, 0.0, 0.0], [0.0, 0.0, 0.0], [0.0, 0.0, 0.0], [0.0, 0.0, 0.0]]}

***

6.
{"formula": "C3H8N2", "method": "wB97M-V/def2-TZVPD", "e_lumo_ev": 1.11, "homo_ev": -7.52, "e_above_lowest_kcal_mol": 142.9, "symbols": ["C", "N", "N", "C", "C", "H", "H", "H", "H", "H", "H", "H", "H"], "coordinates": [[-1.03497, 1.10896, 0.39229], [-0.25208, 2.20821, 0.77045], [1.06042, -2.45057, -0.51949], [0.10434, -0.49655, 0.33889], [0.17286, -0.73825, -0.88565], [0.41116, 2.52495, 0.07545], [-0.25505, 2.46117, 1.75004], [2.05131, -2.24338, -0.66023], [0.79894, -3.03909, -1.31260], [-1.73975, 0.78167, 1.15153], [-1.54033, 1.24925, -0.55872], [0.47510, -0.69391, 1.32432], [-0.25195, -0.67246, -1.86628]], "forces_ev_per_a": [[2.0, -2.6, 0.8], [-0.7, 0.2, 0.0], [-0.8, 1.9, -1.5], [-4.2, 6.3, 1.5], [2.8, -6.0, -0.4], [0.0, 0.2, 0.9], [0.6, 0.2, -0.7], [-0.1, 0.0, -0.2], [0.1, -0.1, 0.0], [-0.1, 0.3, 0.0], [0.2, -0.4, -0.2], [0.3, -0.6, -0.2], [0.0, 0.4, 0.1]]}

***

The records above give, respectively, energy values of -384.92077, -1305.49519, -803.80424, -392.42470, -6386.19146, -228.42096 Eh.